C16H24F6HgN5O7S3 as an isolated structure. Source: OMol25; level of theory: wB97M-V/def2-TZVPD.

Geometry as ORCA input:
```
! RIJCOSX wB97M-V def2-TZVPD def2/J DEFGRID3
* xyz 0 2
Hg -0.013 0.573 0.685
C -1.507 -3.048 3.173
C -0.642 -2.022 2.488
N -0.702 -0.732 2.701
N -1.783 -0.160 3.378
C -2.024 1.167 3.204
N -3.143 1.646 3.781
S -1.034 2.238 2.294
C 0.349 -2.424 1.507
C 0.637 -3.767 1.239
C 1.752 -4.107 0.465
C 2.451 -3.065 -0.135
C 2.026 -1.728 0.026
N 0.983 -1.442 0.801
H -2.328 -3.372 2.496
H -0.898 -3.929 3.459
H -1.995 -2.618 4.061
H -2.239 -0.660 4.161
H -3.790 1.066 4.294
H -3.475 2.516 3.403
H 0.008 -4.540 1.674
H 2.053 -5.127 0.389
H 3.275 -3.265 -0.769
H 2.498 -0.859 -0.392
C 3.255 1.352 2.713
O 2.972 1.255 1.341
C 3.963 1.849 0.536
C 3.351 2.294 -0.785
O 2.746 1.168 -1.359
C 2.318 1.417 -2.686
C 2.160 0.073 -3.414
O 1.033 -0.594 -2.859
C 0.347 -1.518 -3.705
H 3.937 2.173 2.966
H 3.729 0.404 3.097
H 2.290 1.481 3.277
H 4.772 1.096 0.367
H 4.449 2.732 1.015
H 4.184 2.695 -1.402
H 2.606 3.123 -0.639
H 3.081 2.058 -3.222
H 1.381 1.953 -2.680
H 3.064 -0.556 -3.228
H 1.956 0.309 -4.485
H -0.084 -0.988 -4.582
H -0.429 -1.890 -3.045
H 1.053 -2.302 -4.001
F -5.563 -0.140 -1.849
C -4.682 -0.987 -1.254
F -5.320 -1.695 -0.305
F -4.179 -1.894 -2.183
S -3.308 0.056 -0.567
O -2.176 -0.853 -0.305
O -3.781 0.754 0.594
N -3.063 0.981 -1.795
S -1.975 2.000 -2.133
O -1.614 2.062 -3.523
O -0.797 1.963 -1.213
C -2.860 3.648 -1.829
F -4.175 3.581 -2.175
F -2.289 4.639 -2.551
F -2.810 3.960 -0.517
*
```

Output
Relative energy (zero: lowest compared OMol25 entry of this formula, charge and spin) ... 0.0 kJ/mol
Largest force on an atom ... 2.8 eV/Å
Lowest unoccupied orbital energy (alpha / beta) ... 0.0 / -0.3 eV

***

A 2-piece molecular cluster, C5H11NO overall. Source: OMol25; level of theory: wB97M-V/def2-TZVPD.

Geometry as ORCA input:
```
! RIJCOSX wB97M-V def2-TZVPD def2/J DEFGRID3
* xyz 0 1
C -1.538 -0.504 -0.504
N -0.161 1.063 1.680
C 0.297 1.046 0.368
C -0.388 0.446 -0.624
C -0.038 0.720 -2.058
C 1.177 0.953 -2.536
H -1.792 -0.941 0.470
H -2.372 -0.092 -1.071
H -1.386 -1.500 -0.945
H -0.787 0.318 1.948
H 0.425 1.367 2.436
H 1.088 1.672 -0.005
H -0.966 0.652 -2.615
H 1.986 1.328 -1.919
H 1.374 0.964 -3.606
H 1.164 -3.108 1.932
H 0.863 -2.712 3.399
O 0.525 -2.668 2.485
*
```

Output
Relative energy (zero: lowest compared OMol25 entry of this formula, charge and spin) ... 241.2 kJ/mol
Largest force on an atom ... 1.9 eV/Å
Lowest unoccupied orbital energy ... 0.7 eV
Structure (SMILES) ... C=C/C(C)=C/N.O

***

A 3-piece molecular cluster, C4H14N3O overall. Source: OMol25; level of theory: wB97M-V/def2-TZVPD.

Geometry as ORCA input:
```
! RIJCOSX wB97M-V def2-TZVPD def2/J DEFGRID3
* xyz 1 1
C 0.263 -0.521 1.601
C 0.162 -1.438 0.336
C 0.338 -0.702 -0.983
C 1.481 -0.049 -1.309
N 1.545 0.725 -2.512
N -0.747 -0.696 -1.850
N -0.662 -1.011 2.613
H 1.293 -0.543 2.020
H 0.001 0.486 1.270
H 0.880 -2.270 0.415
H -0.796 -1.902 0.386
H 2.361 -0.093 -0.698
H -0.619 -0.226 -2.744
H 1.388 1.712 -2.354
H 2.481 0.611 -3.017
H -1.629 -0.456 -1.447
H -2.310 0.496 0.399
H -0.397 -0.608 3.517
H -1.656 -0.680 2.373
H -1.397 3.161 0.712
H -1.298 1.565 0.593
O -0.684 2.440 0.678
*
```

Output
Relative energy (zero: lowest compared OMol25 entry of this formula, charge and spin) ... 855.2 kJ/mol
Largest force on an atom ... 3.2 eV/Å
Lowest unoccupied orbital energy ... -8.9 eV

***

C33H39CoN5O5 as an isolated structure. Source: OMol25; level of theory: wB97M-V/def2-TZVPD.

Geometry as ORCA input:
```
! RIJCOSX wB97M-V def2-TZVPD def2/J DEFGRID3
* xyz 0 4
Co -0.124 -0.337 -0.631
O -1.215 -2.943 -0.629
C -0.362 -3.908 -0.063
C 0.457 -3.359 1.104
N 1.231 -2.185 0.754
C 1.392 -1.097 1.683
C -0.989 0.171 1.674
O -1.246 0.896 2.594
O -1.700 -0.492 0.874
C 2.387 -2.434 -0.082
C 2.657 -1.368 -1.159
O 3.780 -1.328 -1.636
O 1.674 -0.630 -1.502
H -1.742 -2.526 0.073
H 0.288 -4.246 -0.873
H -0.938 -4.776 0.281
H 1.099 -4.173 1.482
H -0.228 -3.107 1.912
H 2.387 -0.695 1.486
H 1.389 -2.682 3.090
H 2.231 -3.372 -0.619
H 3.311 -2.559 0.499
C 3.983 -1.930 3.070
C 2.810 -1.329 3.787
C 2.978 -0.599 4.920
C 1.880 -0.063 5.624
C 0.579 -0.419 5.234
C 0.324 -1.199 4.146
C -1.025 -1.829 3.988
C 1.438 -1.588 3.211
N 0.506 0.054 1.224
C 1.065 1.364 1.255
C 1.871 1.874 2.387
C 0.635 2.214 0.217
C 0.947 3.678 0.280
N -0.042 1.647 -0.752
C -0.569 2.411 -1.830
C 0.233 2.656 -2.948
C 1.680 2.256 -2.962
C -0.347 3.295 -4.038
C -1.678 3.680 -4.016
C -2.445 3.447 -2.886
C -1.903 2.815 -1.773
C -2.713 2.625 -0.523
H 4.839 -2.013 3.738
H 4.301 -1.337 2.207
H 3.748 -2.930 2.695
H 3.982 -0.433 5.292
H 2.039 0.545 6.502
H -0.254 -0.125 5.860
H -0.957 -2.907 4.178
H -1.468 -1.709 3.001
H -1.724 -1.405 4.705
H 2.139 1.092 3.077
H 1.284 2.610 2.948
H 2.782 2.370 2.045
H 2.025 3.838 0.243
H 0.588 4.101 1.218
H 0.487 4.213 -0.547
H 2.271 2.925 -2.332
H 2.084 2.322 -3.971
H 1.834 1.247 -2.580
H 0.262 3.489 -4.913
H -2.116 4.167 -4.877
H -3.483 3.756 -2.858
H -3.778 2.678 -0.745
H -2.484 3.409 0.203
H -2.509 1.672 -0.038
N -1.100 -0.545 -4.598
C -0.288 -0.495 -3.519
N -0.952 -0.535 -2.396
C -2.294 -0.618 -2.741
C -3.432 -0.688 -1.941
C -4.651 -0.740 -2.584
C -4.747 -0.728 -3.985
C -3.626 -0.669 -4.786
C -2.400 -0.616 -4.134
H -0.797 -0.502 -5.555
H 0.785 -0.423 -3.570
H -3.353 -0.699 -0.864
H -5.558 -0.795 -1.997
H -5.724 -0.769 -4.446
H -3.700 -0.661 -5.864
*
```

Output
Relative energy (zero: lowest compared OMol25 entry of this formula, charge and spin) ... 288.2 kJ/mol
Largest force on an atom ... 0.5 eV/Å
Lowest unoccupied orbital energy (alpha / beta) ... 0.6 / -0.8 eV

***

C28H40Br2O6SSr as an isolated structure. Source: OMol25; level of theory: wB97M-V/def2-TZVPD.

Geometry as ORCA input:
```
! RIJCOSX wB97M-V def2-TZVPD def2/J DEFGRID3
* xyz -2 1
Sr -0.280 2.645 -0.066
C -3.507 -3.536 4.157
C -4.038 -2.244 4.757
C -5.526 -2.195 4.525
C -3.823 -2.230 6.277
C -3.243 -1.125 4.081
C -1.901 -0.936 4.376
C -1.190 0.032 3.702
Br 0.577 0.485 4.379
C -1.664 0.761 2.587
O -0.991 1.662 1.961
C -3.016 0.511 2.259
C -3.754 -0.475 3.005
C -3.613 1.104 0.920
C -2.726 0.659 -0.255
C -3.849 2.611 0.970
C -4.983 0.487 0.682
H -4.091 -4.428 4.472
H -2.590 -3.745 4.541
H -3.456 -3.416 3.052
H -6.129 -2.531 5.385
H -5.781 -2.569 3.550
H -5.941 -1.114 4.520
H -3.887 -3.280 6.686
H -4.545 -1.597 6.856
H -2.783 -1.958 6.422
H -1.419 -1.377 5.341
H -4.787 -0.768 2.647
H -1.740 0.357 -0.035
H -2.593 1.527 -0.890
H -3.220 0.005 -0.950
H -2.913 3.174 1.229
H -4.535 2.861 1.780
H -4.069 2.966 -0.051
H -4.950 -0.617 0.493
H -5.521 1.001 -0.079
H -5.677 0.510 1.595
C 4.822 -0.039 -5.585
C 5.596 0.443 -4.372
C 6.529 -0.668 -3.895
C 6.372 1.635 -4.791
C 4.600 0.827 -3.222
C 4.609 2.038 -2.587
C 3.700 2.281 -1.544
Br 3.502 4.095 -0.835
C 2.788 1.357 -1.070
O 1.866 1.698 -0.242
C 2.957 0.025 -1.624
C 3.861 -0.178 -2.619
C 2.144 -1.056 -1.052
C 2.612 -2.473 -1.615
C 0.596 -0.923 -1.420
C 2.434 -1.132 0.477
H 5.460 -0.028 -6.503
H 3.971 0.638 -5.777
H 4.340 -0.978 -5.392
H 7.434 -0.609 -4.434
H 6.153 -1.667 -4.056
H 6.792 -0.507 -2.876
H 6.905 1.472 -5.704
H 7.061 2.034 -4.068
H 5.716 2.475 -5.030
H 5.063 3.034 -2.906
H 3.837 -1.151 -3.131
H 2.675 -2.520 -2.729
H 1.793 -3.125 -1.308
H 3.521 -2.720 -1.169
H 0.506 -1.090 -2.491
H 0.292 0.086 -1.099
H 0.027 -1.635 -0.805
H 3.506 -1.104 0.710
H 2.069 -2.069 0.879
H 1.915 -0.196 0.919
O -3.423 3.289 -2.415
S -2.014 3.718 -2.429
O -1.659 4.625 -3.511
O -1.664 4.386 -1.106
O -1.113 2.496 -2.450
*
```

Output
Largest force on an atom ... 3.4 eV/Å
Lowest unoccupied orbital energy ... 4.0 eV

***

One molecule with the formula C4H6N2. Source: OMol25; level of theory: wB97M-V/def2-TZVPD.

Geometry as ORCA input:
```
! RIJCOSX wB97M-V def2-TZVPD def2/J DEFGRID3
* xyz 0 1
C 1.225 -1.268 0.793
N 0.177 -0.881 -0.160
C 0.613 0.309 -0.891
C -0.539 0.253 0.384
C -1.496 0.883 -0.317
N -2.309 1.587 -0.878
H 0.819 -1.942 1.552
H 1.692 -0.392 1.266
H 1.999 -1.790 0.228
H -0.019 0.276 -1.811
H -1.896 2.277 -1.508
H -0.266 0.689 1.341
*
```

Output
Relative energy (zero: lowest compared OMol25 entry of this formula, charge and spin) ... 563.8 kJ/mol
Largest force on an atom ... 0.8 eV/Å
Lowest unoccupied orbital energy ... 0.5 eV

***

largest force on an atom of number 5 (C28H40Br2O6SSr)?
3.4 eV/Å